Entry 1:
48
Properties=species:S:1:pos:R:3 method="wB97M-V/def2-TZVPD" spin_multiplicity=1 homo_energy_ev=-9.9 orbital_gap_ev=9.644
O -3.1207 15.9479 5.8485
H -3.0689 15.9248 6.8196
H -3.3847 16.8946 5.7134
O -4.5052 16.3005 2.9110
H -5.2082 16.9117 2.6761
H -4.8293 15.7040 3.5776
O -2.2006 16.8083 8.5234
H -2.7045 17.0064 9.3394
H -2.0674 17.7689 8.2258
O -2.7890 19.2633 7.9315
H -3.6012 18.8574 7.6487
H -2.6291 19.0889 8.9106
O -1.5670 13.7796 7.7691
H -1.1879 12.8920 7.5411
H -1.1281 14.1119 8.5401
O -3.5345 13.5267 9.2429
H -2.7283 13.7231 8.7323
H -3.2767 12.7701 9.8010
O -1.3537 14.9354 3.9479
H -1.8991 14.8086 3.1868
H -1.9879 15.2497 4.6365
O -5.1354 17.9460 7.8163
H -5.2454 17.0181 8.1524
H -5.6416 18.4520 8.4329
O -2.7725 17.9784 3.8361
H -3.2396 17.3548 3.2739
H -2.1597 18.2668 3.2059
O -5.2645 14.2586 5.0857
H -4.3523 14.0782 5.2554
H -5.5409 15.0501 5.5571
O 0.3384 16.2758 7.3750
H -0.3730 16.3472 8.0120
H 0.0809 16.9464 6.7016
O -4.9472 19.5600 3.6933
H -4.1569 19.0944 3.8880
H -5.5848 18.8776 3.8748
O -6.1747 17.3017 5.3338
H -6.0882 17.6393 6.2581
H -7.0675 16.9903 5.3117
O -3.4242 12.4644 6.1639
H -3.1771 11.7625 6.8049
H -2.6787 13.0623 6.2421
O -5.2717 15.3742 8.1424
H -4.8629 14.5767 8.4727
H -6.1592 15.1034 7.9166
O -0.5523 17.9391 5.5449
H -1.2817 18.1757 5.0304
H -0.0296 17.5257 4.8822

Entry 2:
12
Properties=species:S:1:pos:R:3 method="wB97M-V/def2-TZVPD" spin_multiplicity=1 homo_energy_ev=-2.9 orbital_gap_ev=6.221 total_charge=-1
S 1.8365 -0.2997 1.3445
H 2.7713 -1.2387 1.5716
C -0.6456 -1.7317 -0.6379
S -1.2071 -0.3226 -1.6206
S -1.6620 1.1481 -0.2782
C -0.1180 1.9760 0.1773
H -0.2602 -1.3688 0.2968
H -1.4617 -2.4427 -0.5043
H 0.1875 -2.2064 -1.1499
H -0.2360 3.0319 -0.0800
H 0.0756 1.9001 1.2319
H 0.7197 1.5543 -0.3511

Number 1: DFT total energy -1223.0116 Eh. Number 2: DFT total energy -1274.9964 Eh.